No. 1
# C9H15NO3S

The molecule C9H15NO3S in a non-equilibrium geometry (ωB97M-V/def2-TZVPD, the Open Molecules 2025 dataset).

Geometry as XYZ:
```
29
Properties=species:S:1:pos:R:3:forces:R:3
S -2.5646 0.2621 -0.3431 1.790 0.266 0.248
O -3.0396 1.3914 0.4110 0.141 -0.224 -0.103
O -2.9051 -1.0692 0.5879 0.158 0.530 -1.067
O -3.0890 0.0333 -1.6502 0.131 -0.349 0.194
N -3.1501 -0.7937 1.9371 -0.159 0.093 0.823
C 1.6348 1.0944 -0.1694 -0.229 -0.394 0.205
C 3.5162 -0.5045 0.3231 -0.274 0.058 0.059
C 1.2120 -1.3361 -0.2380 -0.120 0.263 0.094
C 2.0147 -0.2573 0.4386 0.152 0.153 -0.219
C -0.5999 0.1986 -0.3890 -2.661 0.255 0.473
C 0.1321 1.2814 -0.1561 0.178 0.458 0.003
C -0.3677 2.6725 0.0221 -0.169 0.041 0.029
C -0.8991 -2.1361 -1.3187 0.136 -0.272 -0.052
C -0.0466 -1.1197 -0.6315 0.336 -0.570 -0.134
H -3.9176 -0.1199 1.9716 0.248 -0.104 -0.037
H -1.4020 -1.6858 -2.1709 0.000 -0.112 -0.129
H -0.2949 -2.9777 -1.6511 -0.004 -0.021 -0.010
H 1.9770 1.1343 -1.2091 0.063 0.018 -0.083
H -2.3224 -0.3318 2.3177 -0.125 -0.068 -0.087
H 0.0892 3.1274 0.9005 0.026 0.043 0.036
H -0.0754 3.2683 -0.8441 0.069 0.069 -0.036
H 3.7819 -1.4620 0.7623 0.089 -0.121 0.046
H -1.6709 -2.5002 -0.6429 -0.007 -0.116 -0.084
H -1.4464 2.6978 0.1216 0.088 0.220 -0.004
H 2.1194 1.9056 0.3730 -0.013 0.082 -0.011
H 4.0720 0.2765 0.8358 0.111 0.063 0.059
H 3.8172 -0.5091 -0.7225 0.063 -0.022 -0.113
H 1.6807 -2.2982 -0.3698 -0.002 -0.253 -0.123
H 1.7440 -0.2421 1.5041 -0.015 0.014 0.021
```
Forces are in eV/Å.

## Properties
* LUMO: 0.6851 eV
* SMILES string: CC1=C[C@@H](C)CC(C)=C1S(=O)(=O)ON
* DFT total energy: -28041.328 eV



No. 2
# C50H56Cl10NO27

A cluster of 14 separate species, C50H56Cl10NO27 in total in a non-equilibrium geometry (ωB97M-V/def2-TZVPD, the Open Molecules 2025 dataset).

Geometry as XYZ:
```
144
Properties=species:S:1:pos:R:3:forces:R:3
Cl 3.1624 -6.2038 -2.1960 -0.313 -0.226 0.458
Cl 0.2067 -6.0399 -2.0996 0.149 0.015 0.239
Cl 2.4173 -6.1636 3.1982 -0.551 0.758 -0.066
Cl -0.6477 4.4363 3.2733 0.086 0.111 0.072
Cl 3.7413 -1.7239 3.5142 -0.209 -0.573 -0.119
Cl -0.3238 -2.6248 5.4477 0.197 1.095 -0.859
Cl 3.7023 1.0992 4.0837 -0.056 0.373 0.119
Cl 0.3497 -1.5875 2.7121 0.081 -0.404 -0.105
Cl -0.7269 2.1070 5.0267 0.395 0.420 0.045
Cl -0.0450 -5.2258 1.7231 0.195 -0.262 -0.025
O 1.9300 2.6304 -4.0655 -0.714 -0.279 0.623
O -4.3915 -1.8663 -5.1850 -0.078 -0.531 1.823
O 2.9982 0.3632 -2.9797 -0.408 0.199 -0.331
O -4.7207 3.8226 5.8587 0.318 0.088 0.059
O -3.8296 6.8390 2.4078 0.130 -1.052 -0.451
O 3.5391 1.4620 -8.2724 0.628 -1.236 1.885
O -2.0342 2.0156 -4.1219 0.981 -0.085 0.237
O -4.0776 -5.6140 3.1266 0.350 0.451 -0.050
O -3.9828 4.7449 0.4504 -0.241 -0.098 0.514
O -4.2419 1.7440 4.0337 -0.196 -0.014 0.865
O -3.0129 -5.1488 -0.9702 -0.430 0.431 -1.615
O 1.5386 -0.3967 -0.5570 -6.235 1.715 1.862
O -3.8450 -0.8541 3.0398 0.004 -1.548 1.229
O -4.7984 -3.0570 -0.5666 1.136 -0.462 -1.029
O 4.5844 -0.8830 0.2168 -0.140 -0.435 -0.100
O 3.8948 -2.3297 -1.9407 0.927 -1.819 -0.179
O -4.4192 -0.8281 5.7737 -0.185 -0.202 0.559
O -4.5841 1.8904 -4.4933 -0.429 -0.285 0.046
O 7.2734 -5.4969 -0.8478 0.511 0.161 0.699
O 3.8454 5.0841 -3.4819 -0.073 -1.138 -0.278
O 4.5044 -0.9489 -7.3652 -0.583 -0.044 1.917
O -2.9794 -4.1173 -5.6379 -0.171 1.232 1.328
O 1.9824 7.6846 0.8664 0.627 1.030 -0.885
O 3.3392 3.7550 -1.1625 -0.110 -0.273 -0.210
O -4.2118 -5.5216 5.8726 0.650 0.867 -0.991
O 7.7583 -4.1063 1.5545 -0.528 0.374 -0.077
O 2.8355 9.1490 -1.4015 0.176 -0.385 -0.593
N 0.3462 -0.0277 -0.2427 5.728 -1.089 -2.791
C -1.0219 -0.5380 -2.2993 -0.194 1.147 -0.276
C 0.1323 2.4080 -0.7409 0.868 0.228 -1.499
C -0.4644 -2.3689 -0.7366 0.302 0.404 -0.195
C 3.6987 -0.3539 -5.1425 0.429 -1.722 -0.298
C 1.4453 1.6914 1.2856 -0.013 -0.250 -1.018
C -4.1007 -2.6226 -4.0782 0.426 1.166 -2.014
C -2.3032 0.7558 0.4927 0.410 1.345 -0.733
C -4.2360 4.5555 1.7602 1.299 0.118 0.991
C 0.0016 3.7149 4.7609 -0.107 0.277 0.022
C -4.2892 -2.0056 5.1656 1.035 0.533 -0.127
C -3.0183 -4.7001 -3.3184 0.120 0.087 1.490
C 2.5842 1.7801 -4.8785 0.010 1.578 0.558
C 0.6236 -5.9517 3.1889 0.464 -0.782 0.415
C -3.9734 -4.4499 3.7846 0.045 0.274 -1.659
C 3.4411 5.7097 -2.5324 0.312 1.802 0.394
C 2.5350 7.1483 -0.0690 -0.366 -2.194 -0.883
C 2.9437 7.8148 -1.4287 -0.538 0.893 1.239
C -0.1328 -1.1850 4.3546 -0.403 0.354 0.527
C -4.2779 -3.2191 -1.6666 -0.438 0.820 -1.188
C 4.7205 -0.3005 3.7431 0.414 0.011 0.014
C 5.5897 -3.9677 -1.3966 -0.558 -0.057 -0.765
C 2.7469 5.6847 -0.0769 0.284 0.807 -1.237
C -4.3349 2.8950 3.6961 0.221 2.519 -2.135
C 1.7437 -5.2187 -1.8032 0.153 0.921 -0.840
C 3.8832 -0.1410 -6.4628 0.835 0.817 -1.445
C 3.3597 7.1490 -2.5281 -0.317 0.744 0.564
C -4.0802 -4.4643 5.2501 -1.359 -0.987 1.110
C 5.1482 -1.9459 0.0404 1.527 -0.881 -0.642
C 6.8492 -3.6672 0.6677 0.984 -0.289 0.282
C 4.9110 -2.8398 -1.1517 -1.878 1.752 -0.696
C 2.9013 2.1474 -6.1266 -0.454 -1.013 0.014
C -0.8220 -0.8500 -0.7912 0.789 -1.933 -0.276
C -3.8902 -3.2868 3.0978 0.189 1.179 -0.678
C -4.4649 -2.3075 -2.8208 -0.130 0.269 0.483
C 0.1836 1.3607 0.3803 0.634 1.134 1.725
C -3.9637 -1.9038 3.6704 -0.220 -1.919 0.091
C 6.2166 -2.4967 0.8342 0.811 0.368 1.964
C -3.2323 -3.8106 -4.4781 -1.409 -2.228 1.025
C 3.4993 1.1865 -7.0678 -1.232 1.482 -1.102
C 3.0520 0.5499 -4.1796 1.103 -0.473 -1.472
C -4.0705 5.6897 2.7427 -0.817 0.963 0.593
C -4.3422 5.3652 4.1679 0.821 0.561 -1.376
C 3.1215 5.0729 -1.2295 0.045 -1.146 1.951
C 6.6804 -4.4851 -0.5607 -1.914 0.364 -0.607
C -4.3467 3.3285 2.2811 0.106 -1.538 -1.178
C -4.3965 4.1094 4.5849 -1.125 -1.147 1.718
C -4.2813 -3.1802 5.8512 -0.201 1.696 0.302
C -2.0238 -0.6109 0.0535 -1.755 -1.599 0.148
C -1.0870 1.3521 1.2150 -1.759 -0.706 0.964
C -3.4307 -4.3969 -2.0470 1.115 -0.998 0.848
H -2.8622 -0.9281 -0.5715 -0.068 -0.151 -0.090
H -3.5776 5.6148 0.3443 -0.237 0.414 0.027
H -1.4452 2.2717 1.6790 0.864 0.759 -0.720
H 5.3126 -4.6119 -2.2182 0.079 0.239 -0.226
H -1.3449 1.6316 -4.6705 0.051 -0.109 -0.141
H -4.4181 6.2343 4.8045 -0.084 -0.179 0.243
H 1.0253 2.3749 -1.3694 0.266 -0.453 0.127
H -2.1269 -1.2570 0.9280 0.719 -0.320 -0.038
H 5.3746 -0.4783 4.5937 -0.062 0.169 -0.100
H 1.5235 3.3353 -4.5793 0.244 0.240 -0.060
H -0.9246 0.7903 2.1372 0.221 -0.480 -0.187
H 2.6077 5.1274 0.8377 -0.034 -0.024 -0.010
H -1.3134 -2.9430 -1.1080 -0.295 0.248 0.274
H -1.6416 0.3417 -2.4777 0.369 0.373 0.307
H -0.2278 -2.6953 0.2753 0.085 -0.024 -0.069
H -4.2589 2.5374 1.5473 -0.210 -0.270 0.087
H -4.1984 -2.4631 -5.9221 0.266 0.091 -0.497
H -4.2014 -0.1069 5.1668 -0.182 0.168 -0.441
H 3.6583 7.7027 -3.4065 -0.082 -0.041 -0.088
H -1.6025 -1.2819 -2.8461 0.153 -0.659 0.680
H 1.8189 -4.3887 -2.5040 -0.225 -0.077 -0.019
H -2.5100 1.2916 -0.4381 -0.072 0.706 0.187
H -4.8319 2.4541 -3.7574 -0.125 0.055 0.045
H -4.9636 -1.3744 -2.5971 -0.344 -0.025 -0.266
H -1.7320 2.9099 -3.9457 -0.168 0.205 -0.027
H 0.5701 -0.4451 4.7332 0.390 -0.648 0.306
H -4.4994 -3.1495 6.9093 0.135 -0.053 0.082
H 1.5360 2.7680 1.4281 -0.493 0.028 -0.026
H 2.4591 3.0590 -6.5037 0.386 0.157 -0.280
H -3.8593 -3.2377 2.0174 -0.002 -0.518 -0.157
H -4.1103 -6.3528 3.7478 -0.048 -0.004 0.427
H -4.8183 2.8643 5.9182 0.066 -0.221 0.234
H 3.6787 3.4487 -2.0148 -0.004 -0.056 -0.336
H -0.2435 4.3652 5.5979 -0.245 -0.178 -0.097
H 5.2817 -0.1056 2.8316 -0.107 0.014 0.087
H 1.4803 1.2184 2.2658 -0.436 -0.251 -0.172
H -1.0658 -0.6279 4.2820 -0.296 -0.577 0.074
H 4.6396 -0.4660 -8.1905 -0.262 0.303 -0.205
H 1.7577 -4.7684 -0.8124 0.182 -0.690 0.212
H 0.3455 -6.9951 3.3187 -0.693 0.274 -0.403
H -3.2280 0.7506 1.0675 0.285 0.133 0.282
H 4.0539 -1.3131 -4.7886 -0.017 -0.019 0.381
H -0.0799 -0.4315 -2.8375 0.133 0.059 0.200
H 0.2443 -5.3638 4.0215 0.550 0.083 0.013
H 1.0852 3.6919 4.6669 -0.143 -0.503 -0.071
H 0.3177 -2.6344 -1.4481 0.323 0.232 0.248
H 7.9418 -5.0331 1.3558 0.305 -0.162 -0.220
H 6.5582 -1.9772 1.7204 -0.299 0.296 0.105
H 2.3623 1.4295 0.7574 -0.041 -0.159 -0.028
H -3.4376 -4.7973 -0.1771 -0.309 0.047 0.168
H -3.6987 1.5711 -4.2692 -0.338 0.294 -0.183
H -2.5204 -5.6573 -3.3844 0.284 0.109 -0.486
H 3.6889 -1.4110 -1.7278 0.215 0.271 0.417
H -0.6712 2.3828 -1.4774 -0.448 -0.417 0.481
H 2.3886 9.4364 -0.5953 -0.005 -0.107 0.362
H 0.1990 3.4294 -0.3655 -0.378 -0.222 0.666
```
Forces are in eV/Å.

## Properties
* LUMO: -5.7989 eV
* total charge: +1
* DFT total energy: -234740.349 eV



No. 3
# C5H9N2OS

The ion C5H9N2OS with charge +1 in a non-equilibrium geometry (ωB97M-V/def2-TZVPD, the Open Molecules 2025 dataset).

Geometry as XYZ:
```
18
Properties=species:S:1:pos:R:3:forces:R:3
S 0.8725 -1.9971 -2.0304 0.094 -0.508 -1.351
O -0.0774 2.0098 0.3572 0.459 0.731 -0.199
N -1.3859 -0.3809 0.5837 0.213 1.499 -0.576
N 0.7671 -1.5074 0.7195 -0.495 0.885 -1.855
C 0.7267 -1.6466 -0.5625 0.466 0.053 1.658
C 0.6195 0.9249 0.3047 -0.073 -3.468 0.617
C 2.0235 0.9233 -0.0041 3.606 -0.250 0.464
C -2.1901 0.1444 -0.5737 -0.662 -0.459 2.806
C -0.0295 -0.3257 0.4786 1.334 1.939 -0.020
H -1.5240 0.9195 -0.9475 -1.040 0.101 -0.777
H -1.5939 -1.2684 0.8811 -1.571 -2.278 0.968
H 2.6186 -0.0470 0.0596 -1.612 0.823 -0.130
H 2.6305 1.4942 0.7288 -0.659 0.443 -0.455
H -3.0928 0.4791 0.0387 0.767 0.192 -1.915
H 2.2594 1.2886 -0.9992 -0.188 0.457 -0.160
H 0.7504 -2.1145 1.5017 0.070 -0.775 0.805
H -0.9279 1.7615 0.7295 -0.807 0.263 0.346
H -2.4469 -0.6576 -1.2656 0.097 0.352 -0.226
```
Forces are in eV/Å.

## Properties
* LUMO: -4.7887 eV
* total charge: +1
* DFT total energy: -21183.790 eV



No. 4
# C6H37NO13

A cluster of 13 separate species, C6H37NO13 in total in a non-equilibrium geometry (ωB97M-V/def2-TZVPD, the Open Molecules 2025 dataset).

Geometry as XYZ:
```
57
Properties=species:S:1:pos:R:3:forces:R:3
O -3.0866 -1.6034 -2.9713 1.301 -0.213 0.285
O 1.0732 -3.5121 -2.3140 -0.547 -1.751 0.304
O -0.6694 -0.6276 3.6062 -0.671 -0.522 2.324
O -4.4684 -1.3043 0.2791 -0.196 2.111 -2.735
O 2.5367 -1.7617 2.7646 2.332 2.612 -1.582
O 0.3964 0.3740 0.8172 -1.573 -1.426 6.300
O -3.5211 1.5414 -2.4175 4.812 0.022 -4.141
O -0.0840 1.8640 2.7053 -2.588 -1.352 -0.937
O -3.2944 2.4401 1.9037 0.985 5.230 3.311
O 2.7782 -1.8677 -0.7165 5.512 -2.718 -4.657
O 0.3574 -2.4353 0.9512 -0.049 4.364 5.136
O 0.1523 -3.7565 3.3197 0.817 -2.154 8.408
O -1.5990 3.3524 -0.0483 0.634 0.220 0.972
N 2.1068 1.1800 -0.3406 0.337 -1.847 0.711
C 0.8301 0.5537 -0.2965 1.028 2.015 -5.478
C 2.3784 2.2629 0.5840 1.031 0.297 -0.269
C -1.4446 -0.2137 -1.0025 -2.731 -0.592 1.033
C 2.9564 1.1919 -1.4611 0.717 1.432 -1.876
C -0.0052 -0.1128 -1.3927 3.410 0.048 -2.357
C 2.5545 2.4689 -2.2853 0.072 -4.280 -5.634
H 1.5838 2.9881 0.4703 -0.302 0.845 0.086
H 2.9386 2.4782 -3.4660 -0.246 0.323 3.192
H -0.5801 0.3300 3.6612 0.341 0.019 -0.888
H 0.6847 -3.0582 3.6833 -0.349 0.271 -0.033
H -1.5896 -0.5109 0.1351 0.545 1.067 -2.246
H 2.5952 3.3299 -1.8073 1.556 4.181 2.168
H 2.9743 0.3357 -2.1212 -1.156 -0.516 0.057
H -2.5346 1.4126 -2.1032 -3.416 0.732 -1.085
H 2.4510 2.0351 1.6522 -0.113 -0.543 -0.237
H -2.0137 0.8271 -1.1880 1.915 -2.947 1.622
H -3.8048 -1.2022 -3.4043 -1.515 0.799 -0.856
H 0.4462 -1.1434 -1.5621 -0.677 0.337 0.370
H 0.2269 1.5337 1.7995 0.302 -0.277 0.774
H -2.0011 -1.0848 -1.5487 1.388 2.263 0.852
H 0.5231 -1.4685 0.7401 -0.640 -1.064 -0.150
H -4.0593 -1.1082 -0.6264 -0.831 -0.068 1.712
H 2.0008 -1.1685 2.1994 1.051 0.867 -0.158
H 1.9201 -3.0586 -2.4092 -0.024 -0.325 0.586
H 4.0403 1.1198 -1.1799 -0.689 0.909 0.151
H 3.3715 2.7329 0.2997 -1.210 -0.443 0.297
H 0.3813 2.4866 3.1825 1.869 1.930 0.815
H -3.3054 -2.5003 -2.7764 -0.382 -0.972 -0.025
H -4.0144 -2.0817 0.4886 1.098 -1.938 0.951
H -3.6221 1.8179 1.3810 -1.781 -4.649 -3.243
H 1.4815 2.5299 -2.4996 -0.279 -1.121 0.218
H 0.2364 0.3047 -2.4797 -0.907 -0.317 2.149
H -0.7062 3.3028 0.3999 -1.671 -0.094 -0.578
H -2.2965 3.2918 0.6648 1.177 -0.043 -0.718
H -4.0747 1.5283 -1.7218 -2.512 -0.025 4.040
H -0.4644 -0.9447 2.7498 0.270 0.142 -1.516
H 1.1896 -4.4113 -1.8827 0.321 1.894 -0.846
H 2.6355 -1.7077 0.1490 -1.014 0.926 4.868
H 0.3600 -2.9889 0.2724 0.243 -3.068 -5.230
H -2.5161 2.1712 2.3719 0.812 -0.815 0.197
H 0.0141 -3.6796 2.4789 -0.913 1.518 -7.708
H 1.7834 -2.1999 2.9830 -2.814 -2.963 1.512
H 3.7969 -2.2732 -0.6712 -4.081 1.672 -0.218
```
Forces are in eV/Å.

## Properties
* LUMO (alpha / beta): 2.5563 / 2.3750 eV
* 2S+1: 2
* expectation value of S²: 0.754
* total charge: -1
* DFT total energy: -34924.871 eV



Q: The lowest DFT total energy belongs to which entry?
A: C50H56Cl10NO27



Q: Number 4 is which compound?
A: C6H37NO13